(1)
Density functional theory data (the ωB97M-V functional and the def2-TZVPD basis) for a single C5H14N2 molecule in a non-equilibrium geometry.

Geometry as XYZ:
```
21
Properties=species:S:1:pos:R:3:forces:R:3:nbo_charge:R:1
C -2.400770 -0.171791 -1.725635 -1.0 0.7 0.9 -0.614
C -1.797153 0.887874 -0.799171 0.8 0.4 -0.3 -0.390
C -0.274371 0.986609 -0.976616 -0.6 -0.4 -0.2 -0.396
C 0.451938 -0.251399 -0.430542 1.3 0.5 -1.1 -0.221
N 1.100187 0.082505 0.818792 -0.7 -0.2 0.5 -0.641
C 1.811592 -0.988514 1.489311 0.5 0.2 0.0 -0.047
N 2.247170 -0.624229 2.821837 0.6 -0.4 -0.4 -0.827
H -3.469696 0.050364 -1.809880 0.0 -0.3 0.1 0.209
H -2.301495 -1.156612 -1.276148 0.1 -0.2 -0.4 0.204
H -2.039207 -0.111591 -2.737187 0.5 -0.2 -0.3 0.204
H -1.998027 0.649684 0.245633 -0.2 0.0 0.0 0.202
H -2.239244 1.863113 -1.015855 -0.1 0.0 0.1 0.197
H -0.064706 1.190138 -2.030303 0.0 -0.5 -0.2 0.194
H 0.164883 1.855660 -0.510541 -0.1 0.4 0.6 0.202
H 1.198310 -0.526123 -1.198761 0.0 -0.2 0.1 0.155
H -0.154670 -1.140313 -0.306418 -0.5 0.0 0.1 0.189
H 1.692151 0.888373 0.680541 0.2 0.0 0.1 0.348
H 1.183005 -1.876477 1.554722 -0.2 0.1 0.0 0.179
H 2.699787 -1.310349 0.933893 0.1 0.0 -0.2 0.147
H 1.472192 -0.566558 3.437590 -0.8 0.2 0.5 0.356
H 2.718130 0.269635 2.834746 0.1 0.0 -0.1 0.349
```
Positions in Å, forces in eV/Å.

As for the spin multiplicity: 1. The value obtained for the HOMO-LUMO gap is 9.866 eV. The value obtained for the HOMO energy is -0.3196 hartree. For the LUMO energy, the calculation gives 1.17 eV. As for the structure (SMILES): CCCCNCN. The charge is 0. The value obtained for the energy above the lowest of the compared OMol25 structures with the same formula, charge and spin is 17.29 kcal/mol.


(2)
Density functional theory data (the ωB97M-V functional and the def2-TZVPD basis) for a single C5H14N2 molecule in a non-equilibrium geometry.

Geometry as XYZ:
```
21
Properties=species:S:1:pos:R:3:forces:R:3:nbo_charge:R:1
N 1.411843 0.154691 -2.373431 0.0 -0.1 0.7 -0.817
C 1.424885 0.552453 -0.935877 -0.9 -1.2 0.2 -0.228
C 0.353902 1.578508 -0.609341 -0.3 0.8 0.4 -0.428
C -1.038007 1.107365 -0.049567 0.4 -0.9 -0.2 -0.396
C -1.192087 -0.378795 0.324448 0.7 0.1 -0.5 -0.413
C -0.458014 -0.738085 1.614879 -0.1 1.1 -0.1 -0.216
N -0.265886 -2.125152 1.889998 0.2 -0.2 0.6 -0.866
H 0.434287 0.036080 -2.630287 0.0 0.2 -0.1 0.342
H 1.745858 -0.804717 -2.375945 0.3 0.0 -0.3 0.346
H 1.156586 -0.332998 -0.351854 0.2 -0.1 0.1 0.163
H 2.421256 0.790862 -0.568765 0.1 0.5 -0.5 0.194
H 0.716232 2.303783 0.122365 0.3 -0.1 -0.1 0.211
H 0.141665 2.184230 -1.496002 0.2 -0.1 0.0 0.214
H -1.779755 1.315784 -0.819935 -0.2 0.3 0.3 0.205
H -1.225787 1.654181 0.872451 -0.4 0.4 -0.2 0.200
H -0.754389 -0.971826 -0.487859 -0.2 -0.2 0.0 0.187
H -2.248012 -0.626703 0.392905 -0.2 -0.1 0.0 0.204
H -0.940703 -0.199418 2.444211 -0.3 -0.3 0.0 0.171
H 0.501390 -0.216793 1.578275 0.3 -0.4 0.0 0.188
H 0.630031 -2.525896 1.688285 0.0 0.0 -0.2 0.372
H -1.035285 -2.757547 1.771039 -0.1 0.1 -0.2 0.368
```
Positions in Å, forces in eV/Å.

As for the spin multiplicity: 1. The value obtained for the HOMO-LUMO gap is 9.894 eV. The value obtained for the HOMO energy is -0.3262 hartree. For the LUMO energy, the calculation gives 1.02 eV. As for the structure (SMILES): NCCCCCN. The charge is 0. The value obtained for the energy above the lowest of the compared OMol25 structures with the same formula, charge and spin is 24.43 kcal/mol.


Copy entry 2 word for word.
Density functional theory data (the ωB97M-V functional and the def2-TZVPD basis) for a single C5H14N2 molecule in a non-equilibrium geometry.

Geometry as XYZ:
```
21
Properties=species:S:1:pos:R:3:forces:R:3:nbo_charge:R:1
N 1.411843 0.154691 -2.373431 0.0 -0.1 0.7 -0.817
C 1.424885 0.552453 -0.935877 -0.9 -1.2 0.2 -0.228
C 0.353902 1.578508 -0.609341 -0.3 0.8 0.4 -0.428
C -1.038007 1.107365 -0.049567 0.4 -0.9 -0.2 -0.396
C -1.192087 -0.378795 0.324448 0.7 0.1 -0.5 -0.413
C -0.458014 -0.738085 1.614879 -0.1 1.1 -0.1 -0.216
N -0.265886 -2.125152 1.889998 0.2 -0.2 0.6 -0.866
H 0.434287 0.036080 -2.630287 0.0 0.2 -0.1 0.342
H 1.745858 -0.804717 -2.375945 0.3 0.0 -0.3 0.346
H 1.156586 -0.332998 -0.351854 0.2 -0.1 0.1 0.163
H 2.421256 0.790862 -0.568765 0.1 0.5 -0.5 0.194
H 0.716232 2.303783 0.122365 0.3 -0.1 -0.1 0.211
H 0.141665 2.184230 -1.496002 0.2 -0.1 0.0 0.214
H -1.779755 1.315784 -0.819935 -0.2 0.3 0.3 0.205
H -1.225787 1.654181 0.872451 -0.4 0.4 -0.2 0.200
H -0.754389 -0.971826 -0.487859 -0.2 -0.2 0.0 0.187
H -2.248012 -0.626703 0.392905 -0.2 -0.1 0.0 0.204
H -0.940703 -0.199418 2.444211 -0.3 -0.3 0.0 0.171
H 0.501390 -0.216793 1.578275 0.3 -0.4 0.0 0.188
H 0.630031 -2.525896 1.688285 0.0 0.0 -0.2 0.372
H -1.035285 -2.757547 1.771039 -0.1 0.1 -0.2 0.368
```
Positions in Å, forces in eV/Å.

As for the spin multiplicity: 1. The value obtained for the HOMO-LUMO gap is 9.894 eV. The value obtained for the HOMO energy is -0.3262 hartree. For the LUMO energy, the calculation gives 1.02 eV. As for the structure (SMILES): NCCCCCN. The charge is 0. The value obtained for the energy above the lowest of the compared OMol25 structures with the same formula, charge and spin is 24.43 kcal/mol.